The following is a DFT calculation (ωB97M-V/def2-TZVPD) of a single C5H7NO molecule.

The geometry in XYZ format:
```
14
Properties=species:S:1:pos:R:3:forces:R:3
C -0.381 1.135 -1.382 -0.676 -0.175 -0.369
C -0.981 0.480 -0.122 -0.002 1.486 -0.667
O -2.163 0.368 0.155 0.408 0.502 -0.183
C 0.169 0.322 0.725 -0.129 -0.539 0.129
C 0.049 -1.360 0.188 0.606 -0.519 0.431
C 1.226 -0.617 0.660 0.588 -0.158 -0.123
N 0.847 0.153 1.908 -0.410 -0.383 0.402
H -0.957 0.829 -2.240 -0.179 0.244 -0.551
H 0.702 1.002 -1.565 -0.647 -0.313 0.329
H -0.511 2.207 -1.175 -0.138 -0.188 -0.266
H -0.601 -1.967 0.814 0.210 0.286 0.273
H 0.048 -1.683 -0.863 0.077 0.454 0.399
H 2.210 -0.575 0.228 0.227 0.081 0.156
H 0.342 -0.294 2.666 0.066 -0.779 0.040
```
Positions in Å, forces in eV/Å.

As for the gap between HOMO and LUMO: 9.6 eV. Its net charge is 0. The energy above the lowest of the compared OMol25 structures with the same formula, charge and spin comes out at 119.4 kcal/mol. The SMILES is CC(=O)[C@@]12C[C@@H]1N2.

***

The following is a DFT calculation (ωB97M-V/def2-TZVPD) of a molecular structure, C5H7NO.

The geometry in XYZ format:
```
14
Properties=species:S:1:pos:R:3:forces:R:3
C -1.040 -1.320 0.202 0.017 -0.151 -0.011
C -0.563 0.136 0.146 -0.080 0.141 0.128
C 0.771 0.318 -0.595 0.333 0.006 0.014
C 1.946 0.262 0.228 -0.162 -0.068 -0.101
O 2.081 1.328 0.890 0.213 0.019 0.229
C -1.600 0.975 -0.487 -0.790 0.543 -0.403
N -2.433 1.615 -0.975 0.869 -0.665 0.479
H -2.011 -1.405 0.699 0.140 0.022 -0.069
H -0.307 -1.920 0.750 -0.118 0.070 -0.080
H -1.131 -1.724 -0.811 -0.008 0.038 0.144
H -0.450 0.515 1.170 -0.049 -0.036 -0.140
H 0.786 -0.244 -1.547 0.037 0.447 0.411
H 1.144 1.624 0.050 -0.397 -0.199 -0.568
H 2.723 -0.495 0.318 -0.005 -0.166 -0.030
```
Positions in Å, forces in eV/Å.

As for the gap between HOMO and LUMO: 9.3 eV. Its net charge is 0. The energy above the lowest of the compared OMol25 structures with the same formula, charge and spin comes out at 89.4 kcal/mol.

***

The following is a DFT calculation (ωB97M-V/def2-TZVPD) of 2 unconnected molecules or ions with the total composition C5H7NO2.

The geometry in XYZ format:
```
15
Properties=species:S:1:pos:R:3:forces:R:3
C 0.601 1.146 -0.181 0.432 0.124 0.246
C -0.652 -1.032 -1.278 -0.477 0.219 -0.261
C 0.034 -1.541 -0.022 0.226 0.071 0.241
C -0.029 -0.116 -0.345 -0.547 -0.620 -0.254
C 1.501 1.253 1.033 -0.039 0.263 -0.166
N -2.380 0.614 0.656 -0.785 -1.081 -1.189
O 0.420 2.081 -0.950 -0.065 0.004 -0.022
O -3.057 -0.023 -0.031 0.701 1.157 1.289
H -0.224 -1.202 -2.255 0.248 0.004 -0.044
H -1.745 -1.064 -1.297 0.326 -0.099 -0.005
H -0.579 -1.940 0.775 -0.147 -0.002 0.048
H 0.989 -2.045 -0.112 0.091 -0.020 -0.063
H 1.979 0.303 1.255 0.032 -0.071 0.053
H 0.893 1.543 1.888 -0.018 -0.001 0.119
H 2.249 2.023 0.865 0.024 0.050 0.008
```
Positions in Å, forces in eV/Å.

As for the gap between HOMO and LUMO (alpha / beta): 8.5 / 8.2 eV. Its net charge is 0. The energy above the lowest of the compared OMol25 structures with the same formula, charge and spin comes out at 118.6 kcal/mol.

***

The following is a DFT calculation (ωB97M-V/def2-TZVPD) of a single C5H7NO2 molecule.

The geometry in XYZ format:
```
15
Properties=species:S:1:pos:R:3:forces:R:3
C -1.268 2.259 -0.046 1.745 -2.045 -0.707
C -0.944 1.051 0.159 -0.635 7.282 -1.187
C -0.117 -0.128 0.362 0.962 -0.177 2.491
O -0.539 -1.133 -0.484 -3.464 -1.004 0.719
C -1.997 -1.334 -0.028 -2.852 0.537 -1.405
O 1.282 0.280 0.042 -5.509 1.337 0.685
N 2.317 -0.459 0.456 2.392 -0.545 -2.335
C 3.265 0.013 -0.299 0.037 1.306 0.306
H -1.293 3.394 -0.491 -0.343 -3.681 1.637
H -0.334 -0.457 1.488 1.364 0.493 -1.922
H -2.854 -0.400 -0.388 3.320 -1.820 1.687
H -2.666 -2.051 -0.667 2.525 0.209 1.133
H -2.064 -1.595 1.128 0.217 0.703 -2.589
H 4.198 -0.602 -0.422 -0.813 1.216 0.512
H 3.016 1.162 -0.809 1.054 -3.811 0.975
```
Positions in Å, forces in eV/Å.

As for the gap between HOMO and LUMO: 10.4 eV. Its net charge is 0. The energy above the lowest of the compared OMol25 structures with the same formula, charge and spin comes out at 201.3 kcal/mol. The SMILES is C#C[C@@H](OC)ON=C.

***

The following is a DFT calculation (ωB97M-V/def2-TZVPD) of a single C5H7NO2 molecule.

The geometry in XYZ format:
```
15
Properties=species:S:1:pos:R:3:forces:R:3
C -1.921 -0.297 0.624 -0.475 0.559 0.101
C -0.628 0.075 -0.021 0.266 -1.645 -0.001
C -0.482 0.109 -1.528 -4.573 -1.111 -0.710
O -1.069 -0.715 -2.241 1.679 1.579 0.974
C 0.586 -0.001 0.495 2.187 1.460 -4.419
N 1.193 0.232 1.675 0.499 -0.410 1.556
C 1.675 -0.029 -0.898 1.999 -0.053 4.206
O 2.638 0.710 -0.933 -1.351 -0.601 -0.491
H -1.777 -0.722 1.621 0.130 0.194 -0.123
H -2.566 0.582 0.707 -0.216 -0.141 0.096
H -2.440 -1.045 0.017 0.130 0.165 -0.049
H -0.120 1.073 -1.928 0.596 -0.432 -0.368
H 1.072 1.164 2.062 0.033 -0.424 -0.078
H 2.147 -0.121 1.752 -0.496 0.422 -0.020
H 1.693 -1.016 -1.404 -0.409 0.438 -0.676
```
Positions in Å, forces in eV/Å.

As for the gap between HOMO and LUMO: 7.7 eV. Its net charge is 0. The energy above the lowest of the compared OMol25 structures with the same formula, charge and spin comes out at 77.3 kcal/mol. The SMILES is C/C(C=O)=C(\N)C=O.

***

The following is a DFT calculation (ωB97M-V/def2-TZVPD) of 3 unconnected molecules or ions with the total composition C5H7NO2.

The geometry in XYZ format:
```
15
Properties=species:S:1:pos:R:3:forces:R:3
C -0.257 0.680 -0.130 4.457 -2.015 0.787
C -1.524 0.103 0.026 -3.412 -2.196 0.118
C -2.534 -0.618 0.066 0.438 -2.120 -1.449
C 1.012 -0.065 0.490 -0.024 4.545 -2.428
C 0.848 -0.244 -0.968 -1.740 -3.507 1.368
H -0.682 2.442 -0.700 2.548 0.207 1.813
H 0.718 2.700 1.042 -2.493 -2.457 -3.628
H -3.249 -1.624 -0.289 2.323 3.953 1.496
H 1.987 0.367 0.749 -0.852 0.925 0.629
H -0.324 -1.138 1.362 0.409 0.087 -0.504
H 1.420 0.175 -1.808 -0.387 -0.024 0.639
H 1.266 -2.080 0.037 -3.619 1.449 -4.016
N 0.166 1.954 -0.189 -1.079 6.225 -0.096
O 0.641 -1.005 1.274 0.171 -4.408 4.246
O 0.512 -1.647 -0.960 3.259 -0.664 1.026
```
Positions in Å, forces in eV/Å.

As for the gap between HOMO and LUMO: 8.3 eV. Its net charge is 0. The energy above the lowest of the compared OMol25 structures with the same formula, charge and spin comes out at 243.4 kcal/mol.

***

The following is a DFT calculation (ωB97M-V/def2-TZVPD) of a single C5H7NO2 molecule.

The geometry in XYZ format:
```
15
Properties=species:S:1:pos:R:3:forces:R:3
C -1.915 -0.248 0.395 -2.809 -1.997 -0.086
C -1.628 0.993 0.085 1.133 -0.651 -0.559
O -0.369 1.005 -0.522 -2.928 -1.059 -1.335
C -0.149 -0.456 -0.897 0.599 2.054 1.529
C 1.222 -0.595 -0.408 1.488 -0.804 -0.104
C 1.362 -0.162 1.041 3.326 -1.016 -0.459
N 1.996 0.653 -0.226 -2.795 0.980 1.450
O -1.071 -1.245 -0.134 -0.156 2.207 -0.227
H -2.918 -0.616 0.715 1.239 0.272 0.057
H -2.277 1.848 0.098 0.313 0.321 0.286
H -0.161 -0.621 -1.956 -0.989 0.049 -0.737
H 1.771 -1.456 -0.998 -0.769 1.455 1.921
H 0.504 0.161 1.890 2.542 -0.803 -3.029
H 2.363 -0.748 1.334 -2.694 1.548 0.655
H 1.268 1.489 -0.419 2.500 -2.557 0.639
```
Positions in Å, forces in eV/Å.

As for the gap between HOMO and LUMO: 9.7 eV. Its net charge is 0. The energy above the lowest of the compared OMol25 structures with the same formula, charge and spin comes out at 121.7 kcal/mol. The SMILES is C1=COC([C@@H]2CN2)O1.

***

The following is a DFT calculation (ωB97M-V/def2-TZVPD) of a molecular structure, C5H7NO2.

The geometry in XYZ format:
```
15
Properties=species:S:1:pos:R:3:forces:R:3
C -0.076 1.960 0.409 0.020 6.376 -1.067
C -0.312 -0.157 -0.883 -2.754 -1.208 -1.650
C 0.917 -0.914 -0.567 1.373 -4.097 -0.271
C 0.212 -1.799 0.496 -2.728 1.442 -3.124
C -1.093 -1.022 0.179 0.229 0.200 0.282
H -0.622 1.704 1.702 2.171 0.368 -4.261
H -0.365 2.029 -1.511 1.335 -3.099 2.106
H -0.856 -0.402 -1.897 1.558 0.753 1.705
H 1.513 -0.291 0.033 2.115 0.791 -0.145
H 1.297 -1.689 -1.329 0.344 1.838 0.947
H -1.968 -1.527 -0.252 0.212 -0.005 0.678
H -1.221 -0.591 1.156 -1.077 0.811 0.268
N -0.084 1.245 -0.741 -2.630 0.703 -1.252
O 0.251 3.180 -0.010 -1.409 -3.534 4.584
O 0.364 -2.725 1.196 1.241 -1.337 1.200
```
Positions in Å, forces in eV/Å.

As for the gap between HOMO and LUMO: 9.5 eV. Its net charge is 0. The energy above the lowest of the compared OMol25 structures with the same formula, charge and spin comes out at 109.0 kcal/mol.

***

The following is a DFT calculation (ωB97M-V/def2-TZVPD) of a single C5H7NO2 molecule.

The geometry in XYZ format:
```
15
Properties=species:S:1:pos:R:3:forces:R:3
C 2.781 0.300 0.564 -1.888 -0.136 -0.100
C 1.612 0.599 0.403 2.412 1.274 -0.221
N 0.437 1.184 0.119 -0.133 0.417 0.154
C -0.522 0.275 -0.457 0.846 -1.899 0.740
C -1.941 0.670 -0.104 0.144 -0.377 0.107
C -0.033 -1.121 0.237 -2.745 -0.002 -0.965
O -0.383 -1.481 1.326 0.475 0.346 0.089
O 0.508 -1.950 -0.672 0.282 0.103 -0.275
H 3.706 -0.184 0.686 0.514 -0.034 0.169
H 0.453 2.126 -0.257 0.215 -0.256 0.138
H -0.370 0.103 -1.532 -0.075 0.260 0.116
H -2.105 0.531 0.963 0.031 0.008 0.011
H -2.655 0.060 -0.653 -0.097 0.028 -0.044
H -2.108 1.721 -0.341 0.020 -0.013 -0.107
H 0.619 -2.833 -0.282 -0.001 0.280 0.188
```
Positions in Å, forces in eV/Å.

As for the gap between HOMO and LUMO: 9.4 eV. Its net charge is 0. The energy above the lowest of the compared OMol25 structures with the same formula, charge and spin comes out at 55.4 kcal/mol. The SMILES is C#CN[C@H](C)C(=O)O.

***

The following is a DFT calculation (ωB97M-V/def2-TZVPD) of a molecular structure, C5H7NO2.

The geometry in XYZ format:
```
15
Properties=species:S:1:pos:R:3:forces:R:3
C 0.873 0.620 -0.427 -1.845 -2.263 3.316
C 0.541 -0.663 0.626 2.170 0.708 -2.687
C -0.835 -0.515 1.009 -3.161 6.295 3.742
C -1.528 0.165 -0.184 3.388 -1.307 -0.367
C -0.310 -0.145 -1.094 1.362 3.064 -5.427
H 1.399 1.875 0.875 -3.170 0.794 -3.254
H 1.885 0.783 -0.735 0.754 -2.159 -1.545
H 1.156 -0.927 1.462 0.884 -0.748 -0.046
H -1.090 0.211 1.984 0.797 -2.317 -2.233
H -1.380 -1.366 0.979 -1.399 -3.306 0.990
H -0.268 0.243 -2.227 -0.962 -1.744 2.008
H 1.149 -1.364 -1.249 0.711 -0.754 0.050
N 0.315 -1.481 -0.690 -0.735 1.583 0.749
O 0.664 1.880 0.043 1.769 1.888 4.728
O -2.571 0.685 -0.373 -0.564 0.264 -0.024
```
Positions in Å, forces in eV/Å.

As for the gap between HOMO and LUMO: 9.8 eV. Its net charge is 0. The energy above the lowest of the compared OMol25 structures with the same formula, charge and spin comes out at 110.6 kcal/mol.

***

The following is a DFT calculation (ωB97M-V/def2-TZVPD) of a molecular structure, C5H7NO2.

The geometry in XYZ format:
```
15
Properties=species:S:1:pos:R:3:forces:R:3
C -0.940 -0.933 -0.258 4.129 -4.225 -3.612
C 0.249 -0.187 -1.008 4.072 3.638 -3.663
C 0.297 1.292 -0.355 1.389 1.212 -0.436
C -0.065 -0.789 0.922 1.016 -1.071 3.243
C 1.155 -0.745 0.039 1.210 -0.858 -1.139
H -2.287 0.218 0.131 -0.339 2.152 1.106
H -0.738 -1.916 -0.733 -1.002 -0.159 0.538
H 1.121 -0.184 -2.038 -3.832 -0.427 2.149
H -0.218 2.416 -0.801 0.311 -3.934 1.456
H 1.440 1.764 -0.330 -2.511 -1.887 0.180
H 0.148 1.219 1.857 -0.954 -2.319 -3.023
H -0.155 -1.332 1.968 -0.078 1.300 -2.235
N -0.176 0.633 0.932 0.416 7.690 5.254
O -2.183 -0.602 -0.288 -3.327 -0.734 -0.924
O 2.351 -0.854 -0.039 -0.501 -0.378 1.106
```
Positions in Å, forces in eV/Å.

As for the gap between HOMO and LUMO: 9.4 eV. Its net charge is 0. The energy above the lowest of the compared OMol25 structures with the same formula, charge and spin comes out at 142.8 kcal/mol.

***

The following is a DFT calculation (ωB97M-V/def2-TZVPD) of 2 unconnected molecules or ions with the total composition C5H7NO2.

The geometry in XYZ format:
```
15
Properties=species:S:1:pos:R:3:forces:R:3
N 1.243 -1.562 0.419 0.682 -4.067 -1.885
C 1.216 -0.232 0.390 -2.597 5.211 -2.264
C 0.089 0.695 0.916 1.970 -0.367 0.523
C 0.246 0.570 -0.566 8.727 -1.978 5.777
C 1.758 0.999 -0.802 -2.769 -3.655 1.622
H 1.559 -2.291 1.090 0.004 1.824 -0.294
H 1.283 -1.922 -0.561 -0.046 0.009 1.507
H 0.368 1.571 1.517 -0.011 -0.144 -0.326
H -0.740 0.135 1.324 -0.316 -0.063 0.091
H -0.386 0.984 -1.103 -6.554 1.993 -5.776
H 2.245 0.467 -1.623 -0.220 0.311 0.095
H 1.846 2.054 -0.779 1.093 0.927 0.933
O -4.022 0.507 0.094 -2.976 7.326 1.206
C -3.542 -0.469 -0.075 0.575 -2.191 -0.337
O -3.164 -1.506 -0.241 2.438 -5.136 -0.872
```
Positions in Å, forces in eV/Å.

As for the gap between HOMO and LUMO: 9.1 eV. Its net charge is 0. The energy above the lowest of the compared OMol25 structures with the same formula, charge and spin comes out at 119.5 kcal/mol. The SMILES is N[C@]12C[C@@H]1C2.O=C=O.